(1)
93
Properties=species:S:1:pos:R:3:forces:R:3 method="wB97M-V/def2-TZVPD" relative_energy_kj_mol=57.3 homo_energy_ha="-0.2249 / -0.2206" multiplicity=2 lumo_ev="0.439 / 0.441" total_charge=0 homo_lumo_gap_ev="6.6 / 6.4"
V -0.17047 -0.05771 -0.69028 0.6 -0.4 -0.8
C 4.81135 -1.16108 0.49414 0.1 0.0 0.0
C 3.62361 -0.35119 -0.02146 -0.1 0.3 -0.1
C 3.23519 0.66780 1.06506 0.1 0.0 0.1
C 4.04594 0.43527 -1.27116 0.1 0.1 0.0
P 2.05907 -1.31360 -0.39746 -0.1 -0.6 0.5
C 1.71903 -2.12722 1.26471 0.0 0.5 0.1
N 0.92906 -1.15408 1.99833 -0.1 -0.2 0.2
B -0.08058 -0.33969 1.33202 0.9 0.6 1.3
N -0.48400 0.60151 2.35889 -0.1 -0.2 0.2
C -1.33316 1.72605 2.04952 0.3 -0.2 0.0
P -1.45361 1.74532 0.15983 -0.2 0.2 0.8
C -0.65958 3.38973 -0.26864 0.1 0.0 -0.2
C -0.79304 3.63690 -1.78096 0.1 0.0 0.0
C 0.82759 3.11442 0.02871 -0.1 0.1 0.0
C -1.11169 4.62940 0.50490 0.1 0.1 0.0
C -3.31287 1.87621 -0.10555 0.1 -0.2 -0.4
C -3.98384 2.99748 0.69098 -0.1 0.1 0.0
C -3.63638 2.07209 -1.60563 0.0 0.1 0.1
C -3.93495 0.57733 0.43861 0.1 -0.1 0.0
C 0.21711 0.36216 3.54232 -0.2 0.1 -0.2
C 0.19310 1.01070 4.76544 0.0 0.0 0.0
C 1.06390 0.57322 5.77002 0.0 0.0 -0.1
C 1.93448 -0.48618 5.54352 -0.1 0.0 -0.1
C 1.95737 -1.15139 4.31234 0.0 0.0 0.1
C 1.09301 -0.73159 3.31593 0.0 -0.1 -0.3
C 2.44458 -2.72924 -1.58508 0.1 0.1 0.0
C 1.14814 -3.51169 -1.80721 -0.1 -0.1 0.1
C 3.51014 -3.70297 -1.06953 0.0 -0.1 0.0
C 2.86058 -2.15685 -2.94815 0.1 -0.1 0.0
H 5.56758 -0.46273 0.87146 0.0 -0.1 0.0
H 5.27737 -1.75643 -0.29004 0.0 0.1 0.1
H 4.54629 -1.82606 1.31857 0.0 0.1 0.0
H 4.06283 1.37296 1.19834 0.0 0.0 0.0
H 3.04347 0.19400 2.02853 0.0 0.0 -0.1
H 2.34503 1.23752 0.79475 0.1 -0.1 0.1
H 4.75597 1.21881 -0.98367 -0.1 -0.1 0.0
H 3.19116 0.92048 -1.75626 0.1 0.0 0.0
H 4.53951 -0.19741 -2.00821 0.0 0.1 0.1
H 2.61773 -2.39437 1.81658 0.1 0.0 0.0
H 1.14375 -3.03303 1.07837 0.0 -0.1 0.0
H -0.89692 2.64983 2.43355 0.0 0.1 0.0
H -2.32259 1.62574 2.49608 -0.1 0.0 0.1
H -0.65552 2.71561 -2.35790 0.0 0.1 0.0
H -0.03030 4.35351 -2.10703 -0.1 0.0 0.0
H -1.76734 4.04921 -2.04119 0.1 0.0 0.0
H 1.19416 2.24711 -0.53908 0.0 0.1 0.0
H 1.01082 2.91879 1.08927 0.0 0.0 -0.1
H 1.43184 3.97652 -0.27019 0.0 0.0 0.0
H -2.03671 5.04234 0.10312 0.0 0.0 0.0
H -0.34435 5.40812 0.41880 -0.1 0.0 0.0
H -1.26076 4.43685 1.56895 0.0 0.0 -0.1
H -3.78758 3.96725 0.23898 0.0 0.0 0.0
H -3.66228 3.03281 1.73327 -0.1 0.0 0.0
H -5.06970 2.84701 0.68188 0.1 0.0 0.0
H -3.63088 3.13560 -1.85736 0.0 -0.1 0.0
H -4.63348 1.68351 -1.82776 0.0 0.0 0.0
H -2.93487 1.56395 -2.26513 0.0 0.0 0.0
H -3.88056 0.55896 1.52531 0.0 0.0 0.1
H -2.28160 -0.64385 0.11019 0.0 0.0 0.0
H -4.98757 0.52284 0.16432 -0.1 0.1 0.0
H -0.48115 1.84468 4.93846 0.1 -0.1 0.0
H 1.06314 1.07113 6.73277 0.0 0.0 -0.1
H 2.60732 -0.80313 6.33173 0.0 0.0 0.0
H 2.64708 -1.97103 4.14419 -0.1 0.0 0.0
H 0.88417 -4.12836 -0.94600 0.0 0.1 0.0
H 1.28399 -4.17887 -2.66502 0.0 0.0 0.1
H 0.29549 -2.86910 -2.02279 -0.1 0.1 0.0
H 3.35350 -3.96945 -0.01928 0.0 0.0 -0.1
H 4.51725 -3.30503 -1.17803 0.0 -0.1 0.0
H 3.45750 -4.62794 -1.65568 0.0 0.1 0.0
H 2.15648 -1.39950 -3.30342 0.0 0.0 0.0
H 2.86536 -2.96722 -3.68678 0.0 0.1 0.1
H 3.86038 -1.72536 -2.93112 -0.1 0.0 0.0
N -3.31145 -3.74901 1.76401 0.2 0.0 -0.1
C -2.91339 -2.67411 1.01617 -0.2 0.3 0.1
S -1.32404 -2.69014 0.33412 -0.2 -0.3 -0.2
N -3.81644 -1.72541 0.89909 0.5 -0.1 -0.3
N -3.32425 -0.71053 -0.00576 -0.5 0.3 -0.4
C -3.57611 -1.07402 -1.41025 -0.2 -0.1 0.4
C -2.63279 -0.99697 -2.37779 0.5 0.4 -0.2
C -2.90405 -1.51131 -3.70966 -0.1 0.0 0.2
C -2.04088 -1.31295 -4.72341 0.3 0.1 -0.1
C -0.82458 -0.57362 -4.51313 -0.2 -0.2 -0.4
C -0.57738 -0.15420 -3.25641 -0.4 0.0 0.5
N -1.39999 -0.37890 -2.17898 -0.9 -0.3 -1.3
H -2.57683 -4.32066 2.13870 0.0 0.0 0.0
H -4.13749 -3.62506 2.32623 0.0 0.0 0.0
H -4.51566 -1.58406 -1.56039 0.0 0.0 0.1
H -3.82817 -2.06031 -3.85571 0.1 0.0 0.0
H -2.26429 -1.70544 -5.70945 0.0 0.0 0.1
H -0.13844 -0.35390 -5.31990 -0.1 0.0 0.0
H 0.33219 0.42329 -3.04719 0.0 -0.1 0.1

(2)
19
Properties=species:S:1:pos:R:3:forces:R:3 method="wB97M-V/def2-TZVPD" relative_energy_kj_mol=61.1 homo_energy_ha=-0.3159 multiplicity=1 smiles=C[C@H](O)CCCS lumo_ev=0.769 total_charge=0 homo_lumo_gap_ev=9.4
C -1.37146 -0.88818 1.08661 -0.8 1.3 1.0
C -1.32750 -0.34123 -0.31284 0.7 0.8 -0.5
C -0.59820 1.03876 -0.38025 1.1 -0.2 -0.4
C 0.80580 1.24356 0.28483 -0.3 -2.5 -2.3
C 2.00507 0.52408 -0.40401 -0.4 1.8 0.3
H -1.81033 -0.13350 1.82407 0.6 -1.0 -0.9
H -0.37893 -1.15831 1.40004 0.5 0.0 0.2
H -1.97291 -1.77172 1.12538 -0.5 -0.6 0.1
H -2.32964 -0.19272 -0.74781 0.1 0.0 0.3
H -1.09587 -2.05808 -1.30947 -0.7 -0.6 0.1
H -0.45016 1.33400 -1.44956 -0.7 -0.1 0.8
H -1.17065 1.76716 0.19001 -0.7 0.1 -0.5
H 0.74564 0.90363 1.26278 0.1 -0.5 2.1
H 0.99664 2.26688 0.29994 0.3 1.9 -0.1
H 1.93209 0.59679 -1.48306 0.0 0.0 -0.2
H 2.94287 1.04677 -0.10531 -0.6 -0.1 -0.3
H 1.32293 -1.83789 -0.25986 0.2 0.6 -0.1
O -0.62182 -1.25347 -1.16541 0.8 1.0 -0.1
S 2.37642 -1.08655 0.14390 0.4 -2.0 0.6

(3)
119
Properties=species:S:1:pos:R:3:forces:R:3 method="wB97M-V/def2-TZVPD" homo_energy_ha=-0.0155 multiplicity=1 lumo_ev=2.859 total_charge=-2 homo_lumo_gap_ev=3.3
Pd 1.04962 1.20542 0.36224 1.5 2.3 1.4
I -4.64186 0.91514 8.49411 0.2 0.0 -0.2
C -3.41805 0.91751 6.76874 -0.1 0.0 0.3
C -4.00161 1.00742 5.51887 -0.1 0.0 0.1
C -3.19306 1.04552 4.39646 0.1 -0.3 -0.1
C -1.79687 1.01849 4.49224 -0.2 -0.1 0.5
C -1.24681 0.89812 5.77586 0.0 0.2 -0.2
C -2.04180 0.84514 6.90702 -0.1 0.0 0.1
C -0.92793 1.08910 3.30985 0.1 0.5 -1.2
C 0.06291 0.08802 3.12551 0.0 -0.2 0.1
C 0.25869 -1.09666 3.88427 -0.1 0.1 -0.1
C 1.01550 -1.96656 3.11152 0.0 0.1 0.1
C 1.28386 -1.29190 1.91337 -0.1 0.1 -0.2
C 1.81181 -1.74916 0.57547 -0.3 0.4 0.1
C 2.18328 -3.22024 0.43402 0.2 -0.1 0.4
C 1.83640 -3.85947 -0.87937 -0.3 -0.1 0.0
C 2.56060 -5.15069 -1.09888 0.3 -0.1 -0.2
C 3.36123 -5.67410 -0.13434 -0.1 0.3 0.1
I 4.36616 -7.50396 -0.55376 -0.1 0.1 0.0
C 3.60043 -5.08778 1.11002 0.5 -0.4 0.4
C 3.01273 -3.81976 1.33147 -0.3 0.1 -0.5
C 3.02503 -0.89838 0.20781 -0.2 0.1 -0.2
N 2.76274 0.33336 -0.23863 -0.1 -0.6 0.2
C 3.85714 0.78022 -0.92252 0.3 0.1 0.0
C 3.83173 1.94867 -1.70763 -1.0 0.4 0.5
C 4.88413 2.11466 -2.72450 0.5 0.1 -0.3
C 5.63760 3.28321 -2.87250 -0.1 -0.2 0.2
C 6.58049 3.41567 -3.87941 0.1 0.1 -0.1
C 6.77949 2.36825 -4.75997 0.2 0.0 -0.2
I 8.18505 2.57938 -6.32727 -0.2 0.0 0.2
C 6.06880 1.18547 -4.63468 0.1 0.1 -0.1
C 5.13707 1.06617 -3.61876 -0.2 0.1 0.0
C 2.76337 2.85557 -1.64961 1.0 -0.7 -0.4
C 2.70341 4.08199 -2.37729 -0.4 0.2 -0.1
C 1.55224 4.70670 -2.01302 0.4 0.0 -0.2
C 0.86953 3.84323 -1.08867 0.2 -0.3 0.4
N 1.62268 2.72409 -0.88946 -0.9 0.4 0.1
C -0.33135 4.18441 -0.42234 -0.1 -0.3 0.1
C -0.89362 3.46919 0.65487 0.6 -0.2 -0.2
C -2.09462 3.85829 1.33391 -0.5 -0.2 0.6
C -2.24271 3.02795 2.40138 -0.1 0.6 -0.4
C -1.17321 2.08091 2.34680 0.2 -0.8 1.3
N -0.37513 2.36589 1.26882 -0.2 0.4 -1.0
C -0.97722 5.45366 -0.81685 0.0 0.1 -0.1
C -1.25578 5.73655 -2.16198 -0.1 -0.1 0.2
C -1.77690 6.95519 -2.56168 0.0 0.1 0.0
C -2.06253 7.91164 -1.60280 -0.1 0.3 -0.1
I -2.82040 9.79592 -2.20495 0.1 -0.3 0.1
C -1.83189 7.66461 -0.26087 -0.1 0.1 0.0
C -1.28663 6.44938 0.11997 0.1 0.0 -0.1
C 4.88918 -0.18455 -0.79149 -0.1 0.0 0.1
C 4.35889 -1.24658 -0.07562 0.2 0.1 0.2
N 0.75516 -0.05358 1.94439 0.1 -0.5 -0.3
H -5.07739 1.02946 5.41152 0.0 0.0 0.0
H -3.65755 1.05448 3.41927 0.0 0.0 0.0
H -0.17072 0.88118 5.88787 0.0 0.0 -0.1
H -1.58832 0.76573 7.88614 0.0 0.0 0.0
H -0.13410 -1.30078 4.86685 -0.1 0.0 0.0
H 1.29342 -2.97648 3.35784 0.0 0.0 -0.1
H 0.74928 -4.04339 -0.94549 0.0 0.2 -0.1
H 2.37725 -5.67553 -2.02821 0.1 0.0 0.0
H 4.22987 -5.55428 1.85378 0.0 0.0 0.0
H 3.27205 -3.28839 2.24159 0.0 0.0 0.0
H 5.49682 4.09510 -2.17130 0.0 0.0 0.0
H 7.15077 4.33016 -3.97404 0.0 0.0 0.0
H 6.21813 0.37367 -5.33349 0.0 0.0 0.0
H 4.55480 0.15759 -3.53680 0.0 0.0 0.1
H 3.43498 4.43789 -3.08131 0.0 0.0 0.0
H 1.23694 5.68736 -2.32094 -0.1 0.0 0.0
H -2.76386 4.65034 1.04568 0.0 0.0 0.0
H -3.01439 3.08007 3.14910 0.0 0.1 0.0
H -1.06376 4.97235 -2.90304 0.1 0.0 0.0
H -1.95477 7.15883 -3.60923 0.0 0.0 0.0
H -2.05797 8.41936 0.48073 0.0 0.0 0.0
H -1.06824 6.28072 1.16557 0.0 0.0 0.0
H 5.89131 -0.09218 -1.17967 0.0 0.0 -0.1
H 4.84348 -2.17353 0.18643 -0.1 0.0 0.0
O -1.10253 0.88404 -0.99114 -0.9 -0.7 0.0
C -1.47138 -0.14928 -0.46650 0.1 0.3 -0.3
N -2.75463 -0.53143 -0.18551 0.0 -0.2 0.3
C -2.85501 -1.90703 0.26511 -0.1 0.0 -0.3
C -1.35908 -2.28843 0.37409 0.1 0.1 -0.2
O -0.93892 -3.36538 0.69711 -0.1 0.0 0.2
N -0.64331 -1.22205 -0.10864 0.1 0.7 -0.1
C -3.35082 -2.85218 -0.83402 0.1 -0.1 -0.1
C -3.71248 -4.15677 -0.50248 0.0 0.1 0.0
C -3.94542 -5.09069 -1.49659 -0.1 -0.1 0.0
C -3.81396 -4.74289 -2.83419 0.0 0.1 0.0
C -3.45454 -3.44669 -3.16822 -0.1 -0.1 -0.1
C -3.22941 -2.50607 -2.17570 -0.1 0.1 0.2
C -3.64840 -2.08629 1.54151 0.0 0.2 0.0
C -5.03122 -1.92523 1.49006 0.0 0.0 0.1
C -5.80059 -2.12234 2.62583 -0.1 0.0 -0.1
C -5.19479 -2.49528 3.81763 0.0 0.0 0.1
C -3.81674 -2.62849 3.87707 0.0 0.0 0.1
C -3.04271 -2.42060 2.74445 0.1 0.0 0.0
H -3.53990 0.08236 -0.30263 0.1 0.1 0.0
H -3.78857 -4.43734 0.53960 0.0 0.0 0.0
H -4.21008 -6.10530 -1.22605 0.0 0.0 0.0
H -3.97335 -5.48060 -3.61024 0.0 0.0 0.0
H -3.31981 -3.16842 -4.20582 0.0 0.0 0.0
H -2.93544 -1.50028 -2.44354 0.0 0.0 0.0
H -5.50522 -1.67260 0.54765 0.0 0.0 0.0
H -6.87568 -1.99684 2.57732 0.0 0.0 0.0
H -5.79509 -2.67273 4.70194 0.0 0.0 0.0
H -3.33614 -2.89265 4.81123 0.0 0.0 0.0
H -1.96777 -2.53645 2.79405 0.0 0.0 0.0
C 0.75459 -1.32409 -0.49140 -0.4 -2.5 -0.9
C 0.94954 -1.75808 -1.78255 0.5 0.3 1.3
C 0.04346 -1.48846 -2.85054 -0.5 -0.1 -0.9
C 0.21537 -2.01772 -4.08727 -0.3 0.4 0.7
C 1.32653 -2.88519 -4.36058 0.6 -0.4 -0.2
C 2.20510 -3.20724 -3.39618 -0.1 0.3 -0.1
C 2.08876 -2.71640 -2.00660 0.0 0.1 -0.2
H -0.77774 -0.80723 -2.67748 0.1 0.0 -0.1
H -0.47999 -1.76681 -4.87939 0.0 0.0 0.0
H 1.48114 -3.23784 -5.37518 0.0 -0.1 0.0
H 3.08175 -3.80393 -3.62013 -0.1 -0.1 0.0
H 3.04945 -2.28961 -1.71504 0.1 0.0 -0.1

(4)
17
Properties=species:S:1:pos:R:3:forces:R:3 method="wB97M-V/def2-TZVPD" relative_energy_kj_mol=218.1 homo_energy_ha=-0.3317 multiplicity=1 smiles="CNC(=O)CN.O" lumo_ev=0.627 total_charge=0 homo_lumo_gap_ev=9.7
N 0.90320 -1.82622 -0.92572 1.2 2.7 -3.4
C 1.66327 -1.54510 0.24644 0.6 -2.4 1.2
C 1.29736 -0.26857 0.93381 2.9 0.8 1.9
N 0.49174 0.73186 0.53683 0.5 0.8 2.7
C 0.15370 1.92424 1.37325 1.4 0.1 -0.4
O 2.01680 -0.10995 1.92299 -0.7 0.4 0.7
H 1.29697 -1.48982 -1.92163 -1.0 -1.2 3.4
H 0.59278 -2.73865 -0.94954 -0.7 -2.1 -0.5
H 1.54577 -2.40719 1.07163 -0.6 1.9 -1.7
H 2.80146 -1.68254 0.22950 -1.3 1.0 -0.6
H 0.02886 0.74255 -0.29292 -1.4 -0.7 -2.7
H 0.95734 2.29798 2.06887 -0.7 -1.0 -0.8
H -0.05263 2.72955 0.68136 0.2 0.3 -0.4
H -0.77722 1.82015 1.88667 -0.5 -0.6 0.7
H -5.06290 0.24348 -2.24738 1.7 0.9 0.1
H -3.60442 0.84275 -2.67883 -1.3 -0.4 0.9
O -4.25209 0.73547 -1.93534 -0.3 -0.4 -1.0

(5)
87
Properties=species:S:1:pos:R:3:forces:R:3 method="wB97M-V/def2-TZVPD" homo_energy_ha=-0.3921 multiplicity=1 smiles="O=C1OC[C@@H](F)O1.C[N+](=O)[O-].C[N+](=O)[O-].C[N+](=O)[O-].C[N+](=O)[O-].C[N+](=O)[O-].C[N+](=O)[O-].C[N+](=O)[O-].C[N+](=O)[O-].C[N+](=O)[O-].C[N+](=O)[O-].C[N+](=O)[O-]" lumo_ev=-1.046 total_charge=0 homo_lumo_gap_ev=9.6
C 0.06870 -1.17280 -0.16146 0.6 0.9 -0.3
C 0.32869 0.15685 0.54021 -0.9 -0.5 1.1
O -0.79428 0.90439 0.11313 0.0 0.3 -0.1
C -1.16362 0.46069 -1.12052 1.1 0.7 -0.4
O -1.79397 1.10096 -1.90313 -0.5 -0.3 0.3
O -0.56266 -0.70427 -1.37655 -0.4 -0.7 0.1
F 1.46611 0.82833 0.22234 -0.2 -0.2 -0.4
H -0.64689 -1.73011 0.43906 0.0 -0.2 -0.1
H 0.94477 -1.76704 -0.38991 0.0 0.1 -0.1
H 0.24826 0.09220 1.62891 0.3 0.0 -0.1
C 0.43708 -0.00317 6.46851 -0.6 -0.1 0.4
N 0.56126 -0.73112 5.17353 0.3 -0.1 0.4
O 0.31548 -1.92017 5.17354 0.0 0.1 -0.2
O 0.93417 -0.08764 4.21355 -0.1 -0.1 -0.1
H 0.01041 0.96757 6.24074 0.3 0.1 0.1
H 1.39249 0.04950 6.98306 0.2 0.2 -0.5
H -0.22041 -0.56492 7.12694 -0.1 -0.1 -0.3
C -4.18557 3.29225 -0.68781 -0.6 0.1 0.4
N -5.51166 2.82279 -0.19981 -0.4 -0.2 0.3
O -5.87146 3.17623 0.90807 0.1 0.0 -0.2
O -6.16763 2.11880 -0.94476 0.1 0.1 0.1
H -3.53681 3.35688 0.17906 0.1 -0.2 -0.1
H -4.38181 4.31015 -1.02258 0.3 -0.1 -0.4
H -3.90217 2.57492 -1.44745 0.4 0.4 -0.2
C 0.74447 3.82442 1.85722 -0.2 -0.1 -0.3
N 1.29902 4.94344 1.03719 -1.4 0.4 0.7
O 2.47829 5.14013 1.02979 0.9 -0.1 -0.2
O 0.46233 5.63008 0.48153 0.0 0.1 -0.5
H -0.32235 3.97664 1.97194 0.0 0.3 -0.1
H 1.24330 3.82179 2.81792 0.3 -0.3 -0.1
H 0.88642 2.93598 1.24654 0.3 -0.2 0.4
C -0.79477 0.49058 -4.81290 -0.4 1.2 -1.2
N 0.68137 0.31657 -4.90900 -0.3 0.1 0.7
O 1.10099 -0.67975 -5.44516 0.0 -0.3 -0.1
O 1.36361 1.20409 -4.44064 0.2 0.1 0.0
H -1.13393 0.43804 -5.84909 -0.2 -0.6 0.1
H -1.00892 1.51926 -4.53953 0.3 -0.1 0.4
H -1.30713 -0.18418 -4.14473 0.5 -0.4 0.1
C 5.82150 0.73713 -1.18694 -0.5 1.2 0.0
N 4.86030 -0.26422 -0.68271 -0.1 -0.3 -0.2
O 3.70296 -0.17620 -1.03130 -0.3 0.3 -0.2
O 5.27039 -1.12521 0.05601 0.5 -0.3 0.4
H 5.33665 1.26852 -2.00232 0.2 -0.4 -0.3
H 6.77542 0.28986 -1.42609 0.0 -0.2 0.0
H 5.91785 1.50196 -0.41381 0.2 -0.4 0.3
C 2.08794 -4.10451 3.00707 0.0 0.2 1.1
N 2.87972 -3.09123 2.27482 0.1 0.1 -0.7
O 2.27725 -2.22512 1.66723 -0.1 0.1 0.2
O 4.08651 -3.18006 2.32032 -0.1 -0.1 0.2
H 2.34366 -5.10788 2.68967 0.1 0.1 -0.2
H 1.03128 -3.88157 2.94714 0.0 0.0 -0.4
H 2.39057 -3.96606 4.04684 0.0 -0.2 -0.1
C -0.61380 -6.23932 -0.58595 -0.5 -1.0 0.2
N 0.12324 -4.97810 -0.72106 0.2 0.6 -0.1
O 0.41832 -4.61829 -1.83855 0.0 -0.2 0.1
O 0.35610 -4.32563 0.28553 0.0 -0.3 0.2
H -1.08805 -6.42532 -1.54268 -0.2 0.0 0.1
H -1.30870 -6.18449 0.24627 -0.2 0.4 -0.2
H 0.02375 -7.08998 -0.34421 0.5 0.4 -0.2
C 3.58864 0.61940 2.66639 -0.1 -0.6 -0.7
N 4.31048 1.87666 2.37010 -0.1 0.7 -0.6
O 3.66746 2.91331 2.41815 0.3 -0.5 0.5
O 5.45527 1.81077 1.95625 -0.2 -0.2 0.4
H 4.20527 -0.21306 2.33648 0.1 0.0 0.3
H 2.72326 0.64779 2.00993 -0.1 0.0 0.2
H 3.26444 0.53571 3.69531 0.2 0.3 0.1
C -4.07953 -0.41000 -4.17959 -0.8 0.5 -0.3
N -4.15119 0.92959 -4.82318 0.6 1.0 0.1
O -4.04887 1.90121 -4.09089 -0.1 -0.3 -0.2
O -4.26891 0.99437 -6.02843 -0.1 -0.3 0.0
H -3.28393 -0.96270 -4.66275 0.1 -0.1 0.1
H -5.04617 -0.84810 -4.42720 0.1 -0.3 0.2
H -3.96886 -0.19209 -3.12496 0.2 -0.4 0.1
C -0.12567 4.10997 -3.09640 -0.3 0.6 -0.6
N -1.04175 5.28499 -3.30171 -0.2 -0.1 0.1
O -1.13608 5.72223 -4.43127 0.1 0.1 0.2
O -1.69276 5.66018 -2.34701 0.1 0.0 -0.1
H 0.46973 4.25375 -2.20275 -0.2 0.0 0.2
H 0.48371 4.08124 -3.99240 0.1 -0.3 0.1
H -0.82297 3.27799 -3.04105 0.3 -0.2 0.2
C -2.70287 -3.67824 2.34731 -0.3 1.2 0.0
N -3.31463 -5.02323 2.23982 -0.1 0.1 -0.3
O -3.59984 -5.59489 3.26762 0.1 0.0 -0.2
O -3.49851 -5.45011 1.11059 0.1 -0.1 0.3
H -1.66208 -3.74274 2.64751 0.0 -0.3 0.1
H -3.27248 -3.07903 3.05644 0.1 -0.4 0.3
H -2.80516 -3.14756 1.40467 0.2 -0.4 -0.2